Entry from the OMol25 dataset: a structure of composition C65H51LiN2O2P2S3 (wB97M-V/def2-TZVPD).

Output
* 2S+1: 2
* net charge: -1
* <S²>: 0.7780
* Kohn-Sham gap (spin up / spin down): 4.2 / 6.6 eV

The geometry in XYZ format:
```
126
Properties=species:S:1:pos:R:3:mulliken_charge:R:1
C -5.144 3.324 -1.847 -1.263
H 6.167 -3.392 -3.774 0.420
N 1.255 -0.622 -2.029 -0.063
C 4.655 -0.658 -5.094 -0.648
H 1.173 0.133 -2.707 -0.432
C 1.139 3.814 -4.327 -0.708
C 4.316 -1.328 1.521 -0.234
H 6.456 -1.264 1.415 0.391
S -1.409 -3.256 -2.208 -0.330
C -4.503 -1.374 -4.170 -0.719
H 4.652 -0.054 -5.993 0.424
C 5.179 2.370 -0.646 -0.712
H -1.398 -0.283 7.534 0.278
C -3.408 1.969 -0.021 -2.370
C 0.345 4.284 -3.290 -0.642
H 5.454 0.305 -1.161 0.416
C -3.103 2.003 -1.422 0.111
C -0.731 2.132 -3.092 0.731
H -7.321 2.559 2.050 0.290
H -2.294 1.618 -5.185 0.302
C -0.270 1.331 2.439 -0.223
H -0.252 2.382 7.267 0.313
C 3.252 0.556 2.545 -0.742
C 2.853 -5.171 2.257 -0.834
H -0.590 3.461 2.258 0.305
P -1.804 0.941 -2.207 1.700
H 0.732 -3.363 -0.405 0.470
H -4.861 1.772 3.649 0.453
H 6.622 0.950 2.521 0.396
C 0.025 0.236 3.344 -1.028
H -1.913 1.941 6.934 0.234
H 2.553 -6.936 1.068 0.399
C -6.766 3.612 0.192 -0.824
H 6.161 -2.006 -5.819 0.373
C -5.515 3.189 -0.542 0.253
C -0.213 -0.443 5.716 -0.095
H -3.783 0.586 -6.833 0.406
C -0.266 0.520 4.704 0.658
C 3.817 -0.334 -4.042 -0.517
C -3.752 0.192 -5.824 -0.731
C 2.588 -3.816 2.389 0.212
H 4.266 -2.287 1.023 0.349
C 4.261 3.393 -0.430 -0.818
C 3.141 -0.700 1.940 0.234
H -3.087 -5.317 2.715 0.426
H 3.153 0.523 -4.102 0.358
C 1.586 -5.216 0.219 -1.039
C -3.949 2.696 -2.262 0.420
H 4.644 -2.823 -1.891 0.435
H -6.469 4.067 2.321 0.226
H 1.867 4.464 -4.797 0.391
C 4.740 1.104 -0.998 -0.641
S 2.734 -0.761 -1.517 0.729
C -0.557 0.209 7.039 -0.752
C -4.488 1.853 2.635 -1.312
C -0.875 1.695 6.685 -0.924
H -5.109 -2.224 -3.882 0.424
H 6.241 2.556 -0.531 0.436
C 4.493 1.140 2.754 -0.923
C -5.191 2.474 1.647 0.363
H 2.174 3.927 -0.379 0.532
H 4.546 2.116 3.224 0.471
H 2.360 1.088 2.852 0.218
C 0.570 -1.046 3.086 0.016
H -5.761 3.839 -2.575 0.429
C 2.451 1.882 -0.917 0.674
Li -0.417 -1.160 -1.030 0.826
C 5.505 -1.756 -4.994 -0.517
C 0.070 1.669 -4.138 -0.836
C -0.491 2.648 2.970 -0.701
C 1.324 -3.857 0.356 -0.440
C -6.520 3.194 1.667 -0.785
C 2.904 3.147 -0.562 -0.914
C -3.026 -5.684 0.570 -0.218
P 1.459 -1.330 1.500 2.499
H 4.611 4.380 -0.148 0.370
C -2.901 0.770 -4.888 -0.096
C -2.165 -3.744 1.634 -0.309
C -3.194 1.372 2.327 0.101
H 3.460 -5.675 3.000 0.415
H -5.219 -1.332 -6.195 0.364
H 1.188 -5.746 -0.639 0.517
C 5.654 0.490 2.359 -0.472
H 1.385 1.700 -0.992 -0.090
C -3.645 -0.803 -3.244 -0.865
C -0.653 2.880 4.322 -1.222
H 1.601 2.121 -5.568 0.482
C 1.804 -3.138 1.449 -0.020
H -1.920 -3.090 2.460 0.372
C 4.665 -2.216 -2.789 -0.005
S -0.890 1.024 0.871 1.812
H -0.030 0.643 -4.480 0.534
H -0.835 3.890 4.679 0.317
O -0.463 2.123 -0.093 -0.917
C 5.559 -0.745 1.736 -0.904
C 3.831 -1.117 -2.894 0.188
C 0.545 -2.018 4.097 -0.193
H -3.582 -1.222 -2.246 0.392
H 0.291 0.141 7.727 0.228
H 0.456 5.306 -2.942 0.403
C -2.618 -5.172 -0.635 -0.923
C -2.794 -4.955 1.740 -0.887
C -4.557 -0.879 -5.467 -0.558
N -1.775 -3.245 0.437 -0.066
H -3.522 -6.647 0.611 0.367
C -2.839 0.283 -3.586 0.764
H -1.172 3.818 -1.846 0.231
H 0.136 -2.529 6.150 0.439
C 5.511 -2.533 -3.847 -0.757
H 3.005 -3.272 3.227 0.490
C -2.643 1.453 1.072 0.139
H -7.639 3.104 -0.223 0.236
H -3.715 2.727 -3.319 0.425
C -4.650 2.523 0.346 1.073
C 0.136 -1.740 5.403 -1.165
C -0.583 3.454 -2.678 -0.880
C 3.376 0.877 -1.139 0.618
H -2.778 -5.711 -1.559 0.439
H -6.949 4.684 0.096 0.304
H 0.866 -3.022 3.865 0.607
C -1.964 -3.926 -0.745 0.438
C 0.996 2.501 -4.753 -0.571
C -0.621 1.796 5.199 0.752
C 2.346 -5.877 1.171 -0.707
O -1.174 -2.081 0.444 0.124
H -2.582 0.976 3.129 0.610
```


Entry from the OMol25 dataset: the ion C16H20N2O2 with charge +2 (wB97M-V/def2-TZVPD).

Output
* net charge: +2
* energy relative to the best compared isomer or geometry (same formula, charge and spin): 0.0 kJ/mol
* Kohn-Sham gap: 7.4 eV

The geometry in XYZ format:
```
40
Properties=species:S:1:pos:R:3:mulliken_charge:R:1
H 3.723 -2.138 4.852 0.430
H -1.764 1.763 -0.229 0.138
H 3.791 -1.607 2.379 0.516
C 0.842 0.414 -3.080 -0.942
C 2.825 -1.945 4.267 -0.481
H 0.671 1.802 -0.865 0.515
C 0.490 -1.770 4.365 -0.511
C -0.672 0.556 -3.411 -0.538
C 1.472 -1.358 -1.486 -0.142
C -2.209 2.371 -1.034 0.306
C 2.855 -1.641 2.930 -0.334
N 1.106 -0.100 -1.707 0.124
H 1.675 -2.217 5.934 0.299
C 1.136 0.344 0.595 -0.474
C -3.089 3.451 -0.389 -1.371
O -3.000 1.548 -1.910 -0.350
C 1.500 -0.986 0.853 0.644
H -3.634 3.070 0.483 0.321
C 1.639 -1.374 2.297 0.132
H -0.497 -1.241 2.534 0.554
H -0.976 1.589 -3.214 0.328
C -2.695 0.201 -1.797 0.440
C 0.950 0.765 -0.694 -0.474
H -3.846 3.793 -1.106 0.340
H -2.451 4.275 -0.049 0.381
O -3.334 -0.472 -1.023 -0.533
H -2.158 -1.009 -3.435 0.408
H -0.450 -1.797 4.915 0.403
H 1.002 1.026 1.431 0.530
H -1.421 2.854 -1.636 0.175
H -1.090 -1.192 -2.058 0.286
H 1.272 1.424 -3.103 0.382
H -0.803 0.394 -4.488 0.472
H 1.567 -1.989 -2.368 0.406
H 1.418 -0.173 -3.801 0.432
N 1.676 -1.999 4.939 0.021
C 1.676 -1.853 -0.217 -0.480
C -1.606 -0.444 -2.669 -0.505
C 0.447 -1.447 3.036 -0.385
H 1.962 -2.888 -0.043 0.536
```


Entry from the OMol25 dataset: an isolated molecule of C8H10O7 (wB97M-V/def2-TZVPD).

Output
* SMILES string: O=C1OC(=O)C(COCOCCO)=C1O
* Kohn-Sham gap: 10.3 eV

The geometry in XYZ format:
```
25
Properties=species:S:1:pos:R:3:mulliken_charge:R:1
O 0.535 -1.734 0.782 -0.323
O -2.248 -2.780 1.854 -0.456
C -0.322 -1.881 -0.355 -0.809
H 0.980 3.786 0.809 0.311
C -3.607 -0.247 0.409 0.330
H 2.417 0.729 -1.231 0.348
H 3.319 1.002 0.284 0.316
H -0.402 -2.949 -0.579 0.311
C 2.017 2.592 -0.309 -0.580
O -2.175 0.212 -1.690 -0.558
C 1.646 -0.968 0.496 -0.540
C -2.346 -1.770 1.322 0.107
H 2.147 -1.258 -0.445 0.433
H 0.082 -1.354 -1.223 0.425
H 1.161 2.742 -0.980 0.333
H -1.908 -0.482 -2.305 0.364
O -4.679 0.113 0.234 -0.419
C -1.650 -1.319 0.058 0.398
H 2.874 3.102 -0.769 0.295
C -2.415 -0.414 -0.522 0.781
O 1.314 0.404 0.456 -0.213
H 2.365 -1.124 1.311 0.297
O 1.715 3.182 0.946 -0.518
O -3.159 -0.699 1.652 -0.294
C 2.338 1.116 -0.201 -0.339
```


Entry from the OMol25 dataset: a structure of composition C14H37AgN2O6 (wB97M-V/def2-TZVPD).

Output
* 2S+1: 2
* net charge: +1
* energy relative to the best compared isomer or geometry (same formula, charge and spin): 0.0 kJ/mol
* <S²>: 0.7539
* Kohn-Sham gap (spin up / spin down): 6.7 / 6.7 eV

The geometry in XYZ format:
```
60
Properties=species:S:1:pos:R:3:mulliken_charge:R:1
C -22.537 23.097 -11.814 -0.739
H -18.760 11.738 -13.716 0.317
H -18.135 13.668 -7.899 0.367
H -19.158 15.181 -8.029 0.340
H -24.347 20.022 -16.000 0.285
O -22.333 19.667 -15.321 -0.497
C -18.729 22.989 -11.447 -0.550
N -18.559 21.710 -10.610 -0.290
H -17.239 19.497 -14.774 0.320
H -17.161 18.246 -13.511 0.333
H -21.837 20.299 -15.846 0.273
H -23.513 18.789 -4.376 0.274
C -18.872 11.610 -12.639 -0.868
C -20.180 23.480 -11.331 -0.718
C -23.974 18.061 -15.131 -0.569
O -21.242 22.627 -11.713 -0.178
C -24.542 19.458 -6.180 -0.183
H -18.563 22.789 -12.506 0.318
H -17.358 12.432 -10.169 0.328
O -23.453 19.247 -7.058 -0.314
H -25.027 17.932 -13.564 0.306
H -19.900 11.283 -12.794 0.333
C -16.909 20.557 -12.359 -0.662
H -18.579 18.570 -14.573 0.271
C -17.788 19.012 -13.967 -0.836
H -23.043 22.235 -12.247 0.175
N -19.673 14.744 -10.655 -0.637
H -16.047 19.890 -12.377 0.486
H -16.400 21.909 -10.724 0.407
H -18.010 23.778 -11.228 0.441
C -24.424 18.591 -4.940 -0.911
H -24.820 17.566 -15.610 0.415
O -18.554 12.700 -11.829 -0.395
H -16.969 20.324 -10.276 0.377
Ag -21.168 19.473 -11.336 0.903
C -17.171 21.168 -10.935 -0.795
H -23.426 18.954 -17.005 0.311
H -18.416 10.663 -12.350 0.335
C -18.992 14.157 -8.363 -1.385
H -20.504 14.540 -10.118 0.305
H -17.661 14.549 -10.078 0.271
O -24.185 18.353 -13.753 -0.486
C -18.626 14.105 -9.837 0.299
C -23.571 19.257 -15.968 -0.330
H -22.588 24.016 -12.397 0.308
H -23.267 17.238 -15.231 0.293
O -18.095 19.944 -12.895 -0.201
H -24.380 17.519 -5.130 0.273
C -18.393 12.670 -10.412 -0.679
H -25.451 19.247 -6.743 0.258
H -19.079 11.908 -10.040 0.410
H -16.565 21.404 -12.951 0.326
H -19.841 14.065 -11.383 0.273
H -19.869 13.528 -8.210 0.398
H -18.477 22.029 -9.656 0.266
H -25.261 18.783 -4.268 0.322
H -20.416 23.642 -10.279 0.313
H -24.609 20.539 -6.061 0.281
H -22.883 23.145 -10.781 0.331
H -20.343 24.376 -11.930 0.381
```


Entry from the OMol25 dataset: a structure of composition C33H55N2P2Pt (wB97M-V/def2-TZVPD).

Output
* 2S+1: 3
* net charge: -1
* <S²>: 2.0290
* Kohn-Sham gap (spin up / spin down): 5.3 / 7.2 eV

The geometry in XYZ format:
```
93
Properties=species:S:1:pos:R:3:mulliken_charge:R:1
P 1.605 -0.033 1.965 0.942
H -3.877 -1.082 1.449 0.130
C -2.682 -3.480 0.125 0.134
H 1.574 -2.319 2.877 0.336
C -1.279 0.528 0.451 -0.463
H -4.044 -5.016 0.708 0.403
C -2.404 2.922 -0.532 -0.303
H 0.733 0.222 -2.837 0.314
C -1.013 5.069 0.443 -0.530
C 1.041 -1.392 3.074 -1.612
H -5.043 0.853 -1.449 0.369
H 3.698 -0.910 2.785 0.357
H 1.297 3.711 -2.093 0.416
H 1.323 1.727 3.666 0.483
C 1.781 0.256 -2.513 -1.789
H 1.899 -2.573 0.141 -0.133
H 3.373 0.645 3.550 0.550
H 1.953 -4.164 0.941 0.360
C -3.922 -2.614 -0.115 0.346
H 1.455 4.341 2.169 0.404
H -3.434 -2.238 -2.186 0.342
H 3.864 1.764 1.302 -0.022
H 2.309 -0.555 -3.026 0.376
C -1.360 -0.893 0.458 -0.512
H 3.014 -3.818 -0.439 0.461
H 2.965 4.448 1.248 0.485
C 0.948 -4.137 -0.980 0.295
Pt 1.748 0.061 -0.414 2.514
C -3.796 -1.682 -1.319 -0.686
C -2.386 5.177 0.337 -1.677
H -3.735 1.737 -3.483 0.446
H -4.100 4.219 -0.498 0.304
H -4.689 -3.341 -0.396 0.669
C -4.478 -1.934 1.141 -1.357
H -2.226 2.625 -3.222 0.372
H 5.972 -1.855 -0.522 0.407
H 5.269 0.888 1.918 0.653
C -3.233 2.460 -2.835 -1.695
C -1.322 -3.139 -0.147 0.688
C 3.346 0.110 2.597 -1.080
N -0.484 1.429 -0.149 0.053
C 5.736 -1.245 0.352 -1.607
C 5.068 1.039 -1.108 -1.158
C 0.712 1.320 2.859 -1.418
H 2.158 2.889 1.445 -0.442
C -1.026 2.723 -0.198 0.228
H -4.572 1.379 0.173 0.293
H 4.361 1.844 -1.301 0.061
N -0.850 -1.836 -0.319 0.411
C -3.008 -4.792 0.474 -0.577
H 2.877 3.925 -1.324 0.514
H -2.039 -1.233 1.246 0.072
H 0.771 -2.268 -2.058 -0.105
H 0.148 -3.669 -2.944 0.395
H -0.444 5.937 0.762 0.382
C 2.020 -3.643 -0.017 -1.158
H 1.257 5.272 -0.180 0.712
H 5.335 0.586 -2.064 0.377
H -3.097 -0.872 -1.134 -0.196
H -3.778 3.406 -2.882 0.300
H 5.968 1.433 -0.630 0.433
C -4.583 1.661 -0.879 -1.699
C 1.991 3.953 1.300 -1.003
H -0.204 0.903 3.280 0.552
H -4.513 -2.649 1.966 0.353
P 4.231 -0.194 -0.031 0.839
H -2.619 1.000 -1.427 -0.291
H -0.023 -1.565 2.902 0.261
H 1.198 -1.095 4.113 0.445
C -3.172 1.934 -1.394 1.614
H -2.061 0.954 1.094 -0.287
C -0.820 -5.524 -0.004 -0.700
C 1.206 4.196 0.011 0.545
H 6.606 -0.635 0.610 0.418
H 0.424 2.115 2.178 -0.094
H -5.495 -1.579 0.958 0.411
H 2.202 1.194 -2.892 0.374
H -0.104 -6.329 -0.130 0.346
C 1.868 3.527 -1.180 -1.405
C -0.432 -4.236 -0.347 0.222
H 1.217 -5.163 -1.248 0.606
H -4.770 -1.255 -1.567 0.494
C -0.298 3.918 0.113 0.044
C -2.087 -5.818 0.474 -1.428
H -2.903 6.087 0.613 0.353
C 0.939 -3.323 -2.275 -1.357
C -3.051 4.116 -0.245 -0.067
H 1.899 -3.418 -2.791 0.431
C 4.243 0.773 1.551 -1.000
H 5.510 -1.922 1.178 0.350
H 1.926 2.448 -1.041 -0.391
H -5.219 2.542 -0.985 0.456
H -2.367 -6.826 0.752 0.343
```


Entry from the OMol25 dataset: a cluster of 7 separate species, C31H56Br2N2O6 in total (wB97M-V/def2-TZVPD).

Output
* SMILES string: C[C@H](Br)[C@H](Br)[C@@H](C#N)CC#N.C1CCOC1.C1CCOC1.C1CCOC1.C1CCOC1.C1CCOC1.C1CCOC1
* Kohn-Sham gap: 9.7 eV

The geometry in XYZ format:
```
97
Properties=species:S:1:pos:R:3:mulliken_charge:R:1
H 1.274 -2.063 4.223 0.235
C -2.557 6.329 -6.487 -0.553
H 3.669 1.634 6.258 0.279
C 1.041 0.305 2.677 -0.661
C 0.598 -7.708 0.561 -1.070
C -1.669 5.577 -7.462 -0.552
H -3.294 6.971 -6.968 0.331
H -6.668 -2.314 -4.244 0.168
H -1.943 6.949 -5.827 0.257
C -3.022 -7.195 -0.739 -0.012
H -6.776 -6.061 -3.205 0.290
H 2.798 0.033 1.428 0.250
H -0.854 6.176 -7.868 0.346
H -1.911 -7.072 1.119 0.301
H 2.344 4.993 5.041 0.274
C -3.185 5.194 -5.697 -0.404
H 1.009 1.355 2.388 0.360
H -4.089 4.821 -6.190 0.230
C -4.974 0.268 -4.953 -0.576
C -4.341 1.401 -5.741 -0.205
C 10.064 4.644 6.815 -0.535
H 2.551 0.696 4.152 -0.401
H 1.538 -8.263 0.396 0.403
H -3.690 -6.500 -1.298 -0.054
H -1.065 -5.168 -1.194 0.504
H -4.491 -3.880 -4.782 0.216
C -6.379 -5.218 -2.630 -0.465
H -0.244 -7.435 -1.480 0.365
C 3.476 4.411 6.800 -0.616
C -0.879 -5.757 -0.269 -0.553
O 2.479 2.951 5.221 -0.375
H 1.002 0.254 4.872 0.465
H 5.358 3.280 6.806 0.236
H 7.487 6.319 5.608 0.274
C -6.507 -3.383 -4.109 -0.416
H 8.780 3.109 7.691 0.265
H 4.250 2.045 4.631 0.369
C -2.971 -0.513 -5.861 -0.499
H 0.019 -0.084 2.668 0.250
C 2.318 4.237 5.833 -0.510
H 1.390 -0.907 0.892 0.307
H 3.226 3.964 7.767 0.309
C -3.451 0.649 -6.713 -0.466
H -0.971 3.523 -7.202 0.237
C 4.571 3.604 6.127 -0.267
O 2.392 -1.639 2.551 -0.417
H -4.048 0.277 -7.551 0.293
C -1.184 4.416 -6.612 -0.380
H -2.635 1.248 -7.116 0.193
H -3.728 2.020 -5.081 0.077
H -8.250 -4.151 -3.010 0.354
C 8.803 4.187 7.528 -0.492
H 0.712 -7.098 1.483 0.309
H -5.076 2.045 -6.225 0.354
O 7.699 4.572 6.699 -0.293
H -2.756 -1.406 -6.452 0.271
C 3.786 2.448 5.533 -0.460
H -3.440 5.483 -4.676 0.323
H 10.192 6.150 5.219 0.328
H 8.158 4.930 4.729 0.277
O -5.048 -4.954 -3.095 -0.388
H -2.268 5.205 -8.298 0.265
H 9.542 6.731 6.757 0.269
Br 1.831 -5.998 -1.383 -0.093
C 1.673 0.063 4.035 0.234
H -2.073 -0.246 -5.295 0.291
H -0.267 -8.383 0.761 0.277
N -4.416 -8.887 0.727 -0.415
C -3.070 -5.317 0.953 -0.144
O -2.226 4.130 -5.669 -0.355
H -7.069 -3.266 -2.035 0.298
H 2.965 -1.626 4.544 0.287
C 1.924 -0.534 1.768 -0.405
C -5.052 -3.736 -3.858 -0.231
C 8.165 5.468 5.683 -0.417
H 3.738 5.456 6.966 0.315
O -4.016 -0.798 -4.923 -0.313
C -3.920 -8.142 0.052 0.148
H 5.031 4.193 5.329 0.149
C 2.092 -1.394 3.932 -0.501
H -6.869 -3.899 -5.003 0.266
C -7.186 -3.955 -2.875 -0.630
C 9.575 5.877 6.075 -0.564
C -2.188 -6.376 0.300 0.355
H -5.232 0.557 -3.932 0.285
H -2.412 -7.778 -1.451 0.379
H -6.349 -5.499 -1.575 0.306
H -0.284 4.684 -6.048 0.266
Br -0.134 -4.430 1.005 -0.069
H -5.878 -0.104 -5.449 0.284
H 1.346 4.286 6.328 0.285
C 0.198 -6.828 -0.662 -0.176
H 10.891 4.840 7.497 0.332
N -3.714 -4.589 1.511 -0.437
H 10.385 3.884 6.098 0.268
H -4.554 -2.964 -3.265 0.211
H 8.690 4.689 8.495 0.300
```